The following is a DFT calculation (wB97M-V/def2-TZVPD) of 2 unconnected molecules or ions with the total composition C2H6NS in a non-equilibrium geometry.

Results
2S+1	1
energy relative to the best compared isomer or geometry (same formula, charge and spin)	138.4	kJ/mol
net charge	-1
E_tot	-14496.007	eV

XYZ file:
```
10
Properties=species:S:1:pos:R:3:forces:R:3:nbo_charge:R:1
S 2.281888 -0.553323 0.488397 -0.0875 0.0691 -0.0096 -1.060
H 2.084546 0.311477 1.499824 0.0144 -0.0195 -0.0056 0.082
C -1.910496 -0.710599 -0.082188 1.5730 0.3824 0.3857 -0.477
C -0.991668 1.295138 -0.627096 0.3661 1.0687 0.4002 -0.088
N -2.078388 0.668585 -0.613639 -0.2227 -0.9672 -0.2146 -0.431
H -1.446347 -0.329145 0.908052 -0.8352 -2.2785 -1.0593 0.223
H -1.168717 -1.426761 -0.662325 -1.4312 1.6016 1.1963 0.216
H -2.914196 -1.141070 0.017589 0.4652 -0.1618 0.1746 0.180
H -1.114180 2.371419 -0.602964 0.3826 0.4264 -0.8214 0.142
H 0.010380 0.879917 -0.423353 -0.2247 -0.1212 -0.0463 0.213
```
Positions in Å, forces in eV/Å.

The following is a DFT calculation (wB97M-V/def2-TZVPD) of a molecular structure, C2H6NaS2.

Results
2S+1	1
energy relative to the best compared isomer or geometry (same formula, charge and spin)	0.0	kJ/mol
net charge	+1
E_tot	-28252.581	eV

XYZ file:
```
11
Properties=species:S:1:pos:R:3:forces:R:3:nbo_charge:R:1
S -1.035455 0.067429 0.729591 -0.0334 -0.0361 0.0855 0.052
S 0.706404 1.019339 0.266371 0.0170 0.0903 -0.0358 0.052
C -0.515366 -1.660270 0.809251 0.2707 -0.7064 0.2145 -0.759
C 0.754444 0.870649 -1.532898 -0.0849 0.0934 -0.7760 -0.759
H -1.396995 -2.257640 1.096471 0.2940 0.2922 -0.1446 0.246
H 0.272584 -1.809450 1.566541 -0.3886 0.1722 -0.3057 0.234
H -0.143446 -2.026740 -0.162339 -0.2673 0.3107 0.3551 0.234
H 0.811864 -0.180911 -1.860848 0.0425 0.4320 0.3254 0.234
H -0.129516 1.336938 -1.999558 0.3853 -0.1620 0.3148 0.234
H 1.657144 1.398428 -1.883898 -0.3161 -0.2191 0.2117 0.246
Na -0.981665 3.242228 2.971320 0.0808 -0.2673 -0.2448 0.985
```
Positions in Å, forces in eV/Å.

The following is a DFT calculation (wB97M-V/def2-TZVPD) of 2 unconnected molecules or ions with the total composition C2H6O in a non-equilibrium geometry.

Results
2S+1	1
energy relative to the best compared isomer or geometry (same formula, charge and spin)	97.7	kJ/mol
SMILES string	C=C.O
E_tot	-4217.455	eV

XYZ file:
```
9
Properties=species:S:1:pos:R:3:forces:R:3:nbo_charge:R:1
C 0.000000 0.000000 0.000000 1.6045 -0.9505 1.5814 -0.383
C 1.107737 -0.399094 0.711264 -1.7582 1.1583 -1.2917 -0.379
H -0.637711 0.770566 0.448071 0.2723 -0.1862 -0.3762 0.192
H -0.364668 -0.500642 -0.904206 0.7970 0.4914 0.5364 0.174
H 1.339378 0.174617 1.615925 0.0165 -0.4162 -0.2756 0.192
H 1.816409 -1.177527 0.406235 -0.5037 0.2928 0.0129 0.202
O -1.493508 -2.320303 -1.309216 -1.0877 0.3814 -0.7290 -0.934
H -2.241306 -2.762956 -1.770849 0.7827 0.4571 0.4626 0.473
H -1.656803 -1.358560 -1.438188 -0.1233 -1.2281 0.0793 0.464
```
Positions in Å, forces in eV/Å.

| no. | E_LUMO (eV) | Kohn-Sham gap (eV) |
| --- | --- | --- |
| 1 | 4.22 | 6.89 |
| 2 | -5.15 | 7.15 |
| 3 | 0.92 | 10.83 |